Entry from OMol25: a 10-piece molecular cluster, C73H68BrN2O4 overall in a non-equilibrium geometry (ωB97M-V/def2-TZVPD).

Calculated values
Calculated total energy, a.u.: -5806.91256
HOMO level, hartree: -0.1789
HOMO-LUMO gap, eV: 6.6393
Charge: -1

The geometry in XYZ format:
```
148
C73H68BrN2O4 ωB97M-V/def2-TZVPD
Br 2.93170 -1.96269 -0.65264
O 3.15537 -1.98117 2.46502
O 0.69788 2.67660 6.37086
O -0.29835 0.69684 4.29601
O 1.07107 4.28080 4.83488
N -1.77649 0.57080 -1.01788
N 5.70860 0.19629 1.51195
C 7.94581 -5.78809 1.74482
C 1.46595 -0.94001 0.09774
C 0.00183 5.67490 -7.11135
C 1.36559 6.55181 -4.85511
C 5.65222 -0.17586 2.93997
C 2.35738 2.25700 4.69429
C 7.40865 -4.02505 3.80815
C 0.07455 6.51322 8.60529
C 6.71634 -5.14319 1.81269
C 3.13030 0.32749 3.31920
C 6.56135 -5.89158 -2.07573
C -6.29457 -1.79384 -2.85917
C 4.51210 0.67478 3.57853
C -10.67327 -0.31418 -7.39274
C 0.96268 7.46415 -5.82169
C -0.63956 1.30023 -4.67036
C 1.26056 3.16001 5.34553
C 8.91112 -5.56439 2.72024
C 2.69407 -7.16928 3.69132
C -6.62661 -1.08301 -4.00603
C 0.77225 4.98460 10.32588
C 0.36021 -0.55760 -0.70137
C 2.42750 -9.51061 3.20306
C 7.92963 -6.08577 -2.20455
C -0.15476 -0.09944 -6.56622
C -4.28004 -0.49545 -2.63794
C 3.74474 -9.56924 2.76533
C 0.37878 7.29824 10.86076
C 0.61670 0.71661 3.51384
C 6.44863 -4.26216 2.83620
C 1.64320 0.80419 -5.24640
C -11.27105 3.99564 -0.25108
C -5.78309 -0.08322 -4.47298
C 8.42166 -7.22814 -2.82170
C 1.20572 0.03601 -6.31733
C 7.04434 0.00930 0.93570
C 0.74678 6.01822 11.25515
C -12.09586 5.04516 0.13279
C -12.64650 3.62438 -2.18963
C 3.98370 3.69462 7.18159
C -9.67010 -0.11397 -6.45294
C -11.08315 1.43659 -5.27479
C 0.72116 1.43997 -4.42547
C 5.68216 -6.85204 -2.56242
C -1.07832 0.52803 -5.74041
C 0.41253 4.76125 -6.14898
C -0.69322 0.22150 -0.11984
C 7.54163 -8.18426 -3.31077
C 2.06096 1.12988 3.87696
C -11.54546 3.28679 -1.41336
C -0.67533 0.65053 1.23915
C -12.08819 1.23227 -6.21155
C 1.49348 -0.51684 1.46659
C -13.19201 5.38833 -0.64836
C 0.44671 0.27894 2.02996
C 3.72690 2.60924 4.94910
C 4.04618 3.84944 5.79189
C 8.63883 -4.67563 3.76235
C 6.17198 -7.99782 -3.17667
C 4.00950 -7.22702 3.24867
C 4.77613 1.82138 4.39009
C 4.53573 -8.42750 2.78983
C 0.27955 7.02634 -6.94910
C -13.46850 4.67726 -1.80878
C 2.67570 -0.86783 2.41593
C 1.09240 5.19986 -5.02025
C -11.88378 0.35543 -7.26909
C 0.43877 5.23221 8.99963
C -9.87591 0.76058 -5.39287
C 1.90403 -8.31162 3.67032
C -4.60889 0.20851 -3.78923
C -5.12270 -1.49796 -2.17383
C 0.04026 7.54526 9.53559
H 8.15047 -6.46972 0.92693
H 1.05309 3.98465 10.63455
H -3.94818 0.98723 -4.15366
H 1.89358 6.89394 -3.97332
H 6.58142 0.13440 3.46927
H 4.34597 4.79709 5.29884
H -0.24925 8.54346 9.22759
H 3.14136 4.14937 7.74238
H 5.84786 2.06104 4.52773
H -6.04060 0.46908 -5.36992
H 1.01351 5.82540 12.28830
H 6.18085 -4.99623 -1.59900
H -13.83211 6.21075 -0.35189
H 7.19275 -3.32737 4.60863
H 8.61566 -5.34078 -1.81856
H 1.18061 8.51805 -5.69585
H -10.51162 -0.99316 -8.22130
H -12.86425 3.06692 -3.09281
H -0.49513 -0.69577 -7.40407
H -1.47884 1.26482 1.68212
H 4.61328 -6.70594 -2.46311
H -11.88344 5.59655 1.04060
H -12.66873 0.19428 -7.99839
H -2.09073 1.51491 -0.77633
H -1.29834 0.70361 -1.92034
H 4.62508 -6.33658 3.26246
H 4.98899 -0.27615 0.97404
H -6.94987 -2.57808 -2.49910
H -9.09378 0.91564 -4.65851
H 9.49077 -7.37404 -2.92001
H -10.41412 3.73020 0.35597
H 4.75630 3.08895 7.69380
H 2.70376 0.90855 -5.05184
H 5.48431 -8.74569 -3.55323
H 1.06270 2.04426 -3.59307
H 5.56409 -8.47268 2.45002
H 5.96367 -5.32521 1.05385
H -13.03154 1.75706 -6.11722
H -14.32469 4.94348 -2.41699
H 5.48942 -3.75713 2.87841
H 9.86758 -6.07074 2.66878
H -11.24085 2.12241 -4.45135
H -1.35848 1.79478 -4.02625
H 7.92305 -9.07546 -3.79467
H 6.95970 -0.19508 -0.15385
H 9.38270 -4.48872 4.52760
H 0.35572 8.10398 11.58588
H 7.56150 -0.87458 1.39199
H 0.35176 -0.85852 -1.76491
H -2.13917 0.41585 -5.93064
H 1.92512 -0.45797 -6.95915
H -10.90042 2.46939 -1.71407
H 0.46289 4.42584 8.27042
H 4.15473 -10.50548 2.40514
H 7.67628 0.92064 1.05185
H -0.03673 7.73851 -7.70198
H 1.40980 4.48764 -4.26822
H -7.54407 -1.30927 -4.53716
H -0.53429 5.33344 -7.98878
H 1.80896 -10.40008 3.18071
H -3.36346 -0.26133 -2.10295
H -8.72736 -0.64007 -6.54694
H -0.18316 6.70532 7.57070
H 0.20190 3.70577 -6.27818
H 2.28503 -6.23338 4.05239
H 5.44613 -1.26103 3.05361
H 0.87868 -8.26714 4.01783
H -4.86563 -2.04887 -1.27707
```

Atom charges from the Löwdin analysis, given in e for atoms 1 to 4: 0.73, 0.04, -0.05, 0.15